1.
The following is a quantum chemistry calculation of the molecule C6H12O, from the OMol25 dataset.

Cartesian coordinates (Å):
1 C 0.89 -1.66 1.07
2 C 0.52 -1.33 -0.17
3 C 0.00 0.01 -0.62
4 C -0.78 0.80 0.44
5 C -2.08 0.12 0.87
6 C 1.17 0.84 -1.19
7 O 2.28 0.95 -0.33
8 H 0.80 -0.97 1.90
9 H 1.31 -2.63 1.29
10 H 0.65 -2.07 -0.96
11 H -0.69 -0.15 -1.46
12 H -0.15 0.98 1.33
13 H -1.01 1.79 0.03
14 H -2.74 -0.02 0.01
15 H -2.61 0.72 1.62
16 H -1.88 -0.87 1.31
17 H 1.56 0.36 -2.10
18 H 0.79 1.84 -1.48
19 H 1.98 1.31 0.51

Values from the calculation:
- Orbital gap: 10.64 eV
- Total charge: 0
- HOMO energy: -9.64 eV
- Structure (SMILES): C=C[C@@H](CC)CO
- DFT total energy: -8463.2449 eV

***

2.
The following is a quantum chemistry calculation of a 2-piece molecular cluster, C6H12O overall, from the OMol25 dataset.

Cartesian coordinates (Å):
1 C 1.96 1.07 1.94
2 C 0.71 1.49 1.78
3 C 0.00 1.22 0.48
4 C -0.78 0.16 0.36
5 C -1.29 -0.30 -0.97
6 C -1.01 0.54 -2.24
7 H 2.62 1.11 2.81
8 H 2.50 0.80 1.04
9 H 0.10 1.90 2.57
10 H 0.28 1.93 -0.30
11 H -0.89 -0.55 1.17
12 H -0.69 -1.20 -1.18
13 H -2.31 -0.66 -1.09
14 H -0.03 1.01 -2.19
15 H -1.67 1.41 -2.34
16 H -1.06 -0.09 -3.13
17 O 0.54 -3.16 0.13
18 H 0.97 -2.72 0.90
19 H 0.04 -3.97 0.26

Values from the calculation:
- Orbital gap: 10.01 eV
- Total charge: 0
- HOMO energy: -9.18 eV
- Structure (SMILES): C=C/C=C/CC.O
- DFT total energy: -8462.0987 eV

***

3.
The following is a quantum chemistry calculation of the molecule C6H12O, from the OMol25 dataset.

Cartesian coordinates (Å):
1 C -1.20 -1.17 0.69
2 C -0.41 0.13 0.63
3 C -1.31 1.32 0.96
4 C 0.26 0.35 -0.72
5 C 1.68 0.86 -0.79
6 C 1.37 -0.53 -1.22
7 O 1.87 -1.56 -0.41
8 H -0.55 -2.04 0.51
9 H -1.66 -1.31 1.68
10 H -2.00 -1.18 -0.06
11 H 0.38 0.08 1.39
12 H -1.76 1.23 1.95
13 H -2.14 1.38 0.23
14 H -0.76 2.27 0.91
15 H -0.42 0.72 -1.49
16 H 1.96 1.59 -1.54
17 H 2.20 0.94 0.16
18 H 1.39 -0.74 -2.29
19 H 1.29 -2.32 -0.53

Values from the calculation:
- Orbital gap: 10.54 eV
- Total charge: 0
- HOMO energy: -9.57 eV
- Structure (SMILES): CC(C)[C@H]1C[C@H]1O
- DFT total energy: -8463.2037 eV

***

4.
The following is a quantum chemistry calculation of the molecule C6H12O, from the OMol25 dataset.

Cartesian coordinates (Å):
1 C -1.03 1.56 0.59
2 C 0.16 0.88 1.29
3 C -0.64 -1.08 -0.65
4 C -0.53 -0.35 -1.94
5 C 1.14 0.01 0.48
6 C 0.66 -1.39 -0.08
7 O 0.65 -2.36 0.94
8 H -1.82 0.85 0.33
9 H -0.73 2.10 -0.32
10 H -1.46 2.30 1.27
11 H -0.22 0.30 2.13
12 H 0.78 1.68 1.72
13 H -0.92 -1.06 -2.68
14 H -1.22 0.50 -1.97
15 H 0.47 -0.02 -2.26
16 H 1.95 -0.28 1.16
17 H 1.59 0.58 -0.34
18 H 1.42 -1.69 -0.82
19 H -0.28 -2.52 1.15

Values from the calculation:
- Orbital gap: 8.70 eV
- Total charge: 0
- HOMO energy: -8.61 eV
- DFT total energy: -8460.5382 eV

***

5.
The following is a quantum chemistry calculation of the molecule C6H12O, from the OMol25 dataset.

Cartesian coordinates (Å):
1 C -1.68 1.02 1.88
2 C -1.34 0.90 0.40
3 O -0.97 -0.42 0.03
4 C 0.34 -0.74 0.38
5 C 0.97 -1.86 -0.36
6 C 1.45 -0.45 -0.60
7 C 1.15 0.21 -1.92
8 H -0.81 0.79 2.51
9 H -2.48 0.32 2.14
10 H -2.01 2.04 2.11
11 H -0.54 1.60 0.12
12 H -2.22 1.14 -0.21
13 H 0.57 -0.64 1.44
14 H 0.37 -2.31 -1.15
15 H 1.60 -2.56 0.19
16 H 2.41 -0.19 -0.16
17 H 1.22 1.31 -1.85
18 H 1.85 -0.12 -2.70
19 H 0.14 -0.04 -2.25

Values from the calculation:
- Orbital gap: 10.44 eV
- Total charge: 0
- HOMO energy: -9.29 eV
- Structure (SMILES): CCO[C@H]1C[C@H]1C
- DFT total energy: -8462.8906 eV

***

6.
The following is a quantum chemistry calculation of the molecule C6H12O, from the OMol25 dataset.

Cartesian coordinates (Å):
1 C -2.27 -0.14 0.69
2 C -1.18 0.81 0.20
3 C -0.37 0.22 -0.91
4 C 0.95 0.83 -1.32
5 C 0.93 -0.55 -0.79
6 C 1.27 -0.57 1.27
7 O 2.20 -1.15 0.13
8 H -2.97 -0.40 -0.11
9 H -2.85 0.31 1.51
10 H -1.82 -1.07 1.07
11 H -0.49 1.04 1.01
12 H -1.63 1.76 -0.14
13 H -0.97 -0.20 -1.73
14 H 1.21 1.00 -2.37
15 H 1.29 1.61 -0.64
16 H 1.01 -1.35 -1.53
17 H 1.97 -0.19 2.03
18 H 0.84 -1.50 1.67
19 H 2.87 -0.47 -0.03

Values from the calculation:
- Orbital gap: 7.72 eV
- Total charge: 0
- HOMO energy: -6.98 eV
- DFT total energy: -8457.4781 eV

***

7.
The following is a quantum chemistry calculation of the molecule C6H12O, from the OMol25 dataset.

Cartesian coordinates (Å):
1 C 2.81 0.61 0.26
2 C 1.55 -0.02 -0.31
3 O 0.57 -0.01 0.72
4 C -0.46 -0.93 0.51
5 C -1.74 -0.63 1.20
6 C -1.67 -0.55 -0.31
7 C -1.75 0.79 -0.99
8 H 3.17 0.02 1.11
9 H 2.61 1.63 0.61
10 H 3.60 0.65 -0.50
11 H 1.74 -1.05 -0.64
12 H 1.18 0.54 -1.18
13 H -0.11 -1.97 0.47
14 H -1.77 0.31 1.74
15 H -2.29 -1.44 1.67
16 H -2.13 -1.37 -0.85
17 H -1.40 0.73 -2.03
18 H -2.78 1.17 -1.01
19 H -1.12 1.52 -0.47

Values from the calculation:
- Orbital gap: 10.44 eV
- Total charge: 0
- HOMO energy: -9.29 eV
- Structure (SMILES): CCO[C@H]1C[C@H]1C
- DFT total energy: -8462.9152 eV

***

8.
The following is a quantum chemistry calculation of C6H12O as an isolated structure, from the OMol25 dataset.

Cartesian coordinates (Å):
1 C 2.10 -0.07 1.00
2 C 1.49 -0.48 -0.34
3 C 0.31 0.38 -0.73
4 C -0.78 -0.17 -1.64
5 C -1.03 0.02 -0.20
6 C -1.63 -0.68 0.87
7 O -2.05 1.53 -0.01
8 H 2.96 -0.69 1.25
9 H 1.36 -0.17 1.81
10 H 2.43 0.98 0.98
11 H 1.16 -1.53 -0.28
12 H 2.25 -0.43 -1.13
13 H 0.53 1.44 -0.87
14 H -0.70 -1.20 -1.99
15 H -1.24 0.52 -2.34
16 H -2.31 0.66 0.74
17 H -1.06 -0.77 1.79
18 H -2.28 -1.51 0.62
19 H -1.52 2.17 0.49

Values from the calculation:
- Orbital gap: 9.15 eV
- Total charge: 0
- HOMO energy: -8.19 eV
- DFT total energy: -8460.1077 eV

***

Copy entry 2 word for word.
The following is a quantum chemistry calculation of a 2-piece molecular cluster, C6H12O overall, from the OMol25 dataset.

Cartesian coordinates (Å):
1 C 1.96 1.07 1.94
2 C 0.71 1.49 1.78
3 C 0.00 1.22 0.48
4 C -0.78 0.16 0.36
5 C -1.29 -0.30 -0.97
6 C -1.01 0.54 -2.24
7 H 2.62 1.11 2.81
8 H 2.50 0.80 1.04
9 H 0.10 1.90 2.57
10 H 0.28 1.93 -0.30
11 H -0.89 -0.55 1.17
12 H -0.69 -1.20 -1.18
13 H -2.31 -0.66 -1.09
14 H -0.03 1.01 -2.19
15 H -1.67 1.41 -2.34
16 H -1.06 -0.09 -3.13
17 O 0.54 -3.16 0.13
18 H 0.97 -2.72 0.90
19 H 0.04 -3.97 0.26

Values from the calculation:
- Orbital gap: 10.01 eV
- Total charge: 0
- HOMO energy: -9.18 eV
- Structure (SMILES): C=C/C=C/CC.O
- DFT total energy: -8462.0987 eV

***

Q: What is the formula in the first record?
A: C6H12O

***

What did the third record say?
The following is a quantum chemistry calculation of the molecule C6H12O, from the OMol25 dataset.

Cartesian coordinates (Å):
1 C -1.20 -1.17 0.69
2 C -0.41 0.13 0.63
3 C -1.31 1.32 0.96
4 C 0.26 0.35 -0.72
5 C 1.68 0.86 -0.79
6 C 1.37 -0.53 -1.22
7 O 1.87 -1.56 -0.41
8 H -0.55 -2.04 0.51
9 H -1.66 -1.31 1.68
10 H -2.00 -1.18 -0.06
11 H 0.38 0.08 1.39
12 H -1.76 1.23 1.95
13 H -2.14 1.38 0.23
14 H -0.76 2.27 0.91
15 H -0.42 0.72 -1.49
16 H 1.96 1.59 -1.54
17 H 2.20 0.94 0.16
18 H 1.39 -0.74 -2.29
19 H 1.29 -2.32 -0.53

Values from the calculation:
- Orbital gap: 10.54 eV
- Total charge: 0
- HOMO energy: -9.57 eV
- Structure (SMILES): CC(C)[C@H]1C[C@H]1O
- DFT total energy: -8463.2037 eV